# 1
Density functional theory data (wB97M-V/def2-TZVPD) for a 9-piece molecular cluster, C13H46O15P2 overall.

```
76
Properties=species:S:1:pos:R:3:forces:R:3
C -5.913204 -4.916777 0.598481 0.28 -0.05 0.24
O -5.965948 -3.721890 -0.175459 -0.49 0.13 0.30
P -5.135464 -3.517980 -1.488776 0.15 0.04 -0.25
O -4.823474 -4.734663 -2.236617 0.18 -0.21 0.09
O -3.874772 -2.644215 -1.072947 0.07 -0.09 0.03
C -2.687162 -3.280404 -0.580515 0.20 0.40 -0.28
O -6.022211 -2.439878 -2.207332 -0.07 0.16 -0.03
C -5.466649 -1.797178 -3.364323 0.31 0.13 -0.05
H -6.745829 -4.886545 1.295174 -0.12 0.00 -0.12
H -4.993437 -4.927134 1.187869 0.01 -0.09 -0.06
H -5.960993 -5.803674 -0.029327 -0.03 0.03 -0.07
H -2.414416 -2.767052 0.339446 -0.05 -0.25 0.16
H -1.889820 -3.103256 -1.301631 -0.04 -0.15 -0.07
H -2.811570 -4.352939 -0.449168 -0.06 0.00 0.10
H -6.207369 -1.830072 -4.157288 -0.03 0.02 0.01
H -4.545456 -2.278381 -3.697535 -0.12 -0.15 -0.04
H -5.208953 -0.768889 -3.111444 -0.19 0.01 0.03
C 6.730882 3.678963 2.413873 0.52 -0.04 0.21
O 5.735937 4.144186 1.503497 0.07 0.29 -0.06
P 4.231307 4.293580 1.985759 -0.20 -0.10 0.01
O 3.382420 4.897022 0.968727 -0.08 0.16 -0.43
O 3.806689 2.862841 2.484861 0.02 -0.25 0.25
C 3.498356 1.892059 1.482131 -0.46 -0.59 -0.21
O 4.272990 5.033176 3.377146 0.24 -0.04 0.25
C 4.535918 6.437926 3.359738 0.03 0.39 0.26
H 6.346067 3.565850 3.426275 -0.12 -0.19 -0.06
H 7.560253 4.386898 2.471159 -0.20 0.18 -0.22
H 7.146516 2.743880 2.042804 -0.20 -0.12 0.06
H 2.427094 1.863008 1.283767 0.01 0.35 0.03
H 3.749440 0.901944 1.860193 0.29 0.13 0.09
H 4.022724 2.077414 0.545943 0.11 0.03 0.03
H 3.808399 6.945673 2.728719 0.06 0.03 -0.03
H 5.552684 6.664739 3.030843 -0.05 -0.18 -0.20
H 4.453747 6.794798 4.384043 -0.16 -0.11 0.00
C -0.623082 -0.410136 -0.509820 -0.31 0.16 -0.18
O 0.534937 -0.097327 0.229696 0.44 -0.29 -0.06
H -0.488894 -1.349803 -1.045497 0.24 -0.12 0.27
H -1.475047 -0.514609 0.171875 -0.16 0.00 -0.22
H -0.851990 0.319662 -1.294018 -0.02 0.20 0.22
H 0.543799 0.840536 0.448100 -0.19 0.29 -0.10
C 0.166961 -1.499933 -4.233684 -0.70 -0.24 0.27
O -1.013241 -2.074586 -4.794425 -0.09 0.17 -0.18
H 0.911774 -1.300431 -5.003896 0.18 0.00 0.17
H -0.150641 -0.568730 -3.766514 0.15 0.08 -0.08
H 0.530968 -2.153606 -3.435917 0.42 0.03 -0.19
H -0.765323 -2.700132 -5.479267 0.03 -0.07 0.09
C -1.344369 2.918846 0.703853 0.66 0.24 0.15
O 0.086723 2.828033 0.783527 -0.22 -0.21 -0.03
H -1.617939 3.350079 -0.258197 -0.30 -0.09 0.02
H -1.738578 1.912846 0.805679 -0.07 -0.02 -0.14
H -1.709095 3.528129 1.533249 -0.20 0.03 -0.10
H 0.444644 3.678820 0.511464 0.24 -0.06 0.05
C 2.040641 -3.809095 -1.059744 1.01 0.18 -0.13
O 1.980832 -4.606220 -2.236964 -0.51 -0.07 0.11
H 2.621822 -4.306189 -0.276953 -0.14 -0.03 0.07
H 2.556494 -2.872985 -1.298153 -0.20 0.16 0.23
H 1.055004 -3.583539 -0.664948 -0.19 -0.17 -0.29
H 2.881159 -4.788591 -2.516709 -0.01 0.00 0.03
C -1.833129 -0.137206 3.219379 0.55 0.05 -0.37
O -3.156241 -0.257327 3.683079 -0.17 0.06 0.31
H -1.143602 -0.063242 4.059586 -0.29 -0.14 0.23
H -1.522633 -1.003642 2.624112 -0.02 0.05 -0.03
H -1.657527 0.772693 2.635032 -0.18 -0.07 -0.08
H -3.763880 -0.296732 2.939344 0.12 0.00 -0.04
C 1.724453 -1.145404 3.147433 0.42 0.70 0.00
O 2.830951 -1.738582 3.824316 -0.17 -0.06 0.00
H 0.818765 -1.689477 3.395897 0.07 -0.19 -0.08
H 1.593192 -0.103418 3.468286 -0.14 -0.09 0.11
H 1.885482 -1.097873 2.069154 -0.19 -0.31 -0.04
H 3.543875 -1.095726 3.821247 0.06 -0.06 0.04
C -0.465530 2.188892 -4.385182 -0.17 -0.41 -0.24
O -1.232586 2.324527 -3.195299 0.23 0.22 0.13
H 0.573102 1.977379 -4.136300 -0.05 0.09 0.26
H -0.839217 1.331442 -4.954548 0.05 0.14 -0.19
H -0.488411 3.084234 -5.008819 -0.04 0.03 0.04
H -2.039320 2.795393 -3.417541 -0.04 -0.06 0.02
```
Forces are in eV/Å.

Computed properties:
**ΔE to the lowest compared entry with this formula, charge and spin**: 0.0 kJ/mol
**SMILES**: COP(=O)(OC)OC.COP(=O)(OC)OC.CO.CO.CO.CO.CO.CO.CO
**Orbital gap**: 0.38789 Ha
**Net charge**: 0
**Largest force on an atom**: 1.0 eV/A

Here is what Löwdin gives for the atomic charges, in e: C -0.09; O -0.20; P 0.31; O -0.22; O -0.21; C -0.08; O -0.20; C -0.08; H 0.09; H 0.09; H 0.09; H 0.08; H 0.08; H 0.09; H 0.09; H 0.09; H 0.09; C -0.10; O -0.21; P 0.31; O -0.21; O -0.20; C -0.08; O -0.21; C -0.09; H 0.09; H 0.09; H 0.09; H 0.07; H 0.08; H 0.10; H 0.09; H 0.09; H 0.09; C -0.15; O -0.12; H 0.05; H 0.06; H 0.08; H 0.03; C -0.14; O -0.13; H 0.08; H 0.05; H 0.07; H 0.07; C -0.12; O -0.14; H 0.08; H 0.05; H 0.08; H 0.09; C -0.16; O -0.13; H 0.08; H 0.08; H 0.07; H 0.07; C -0.17; O -0.10; H 0.08; H 0.07; H 0.06; H 0.08; C -0.17; O -0.12; H 0.07; H 0.08; H 0.06; H 0.06; C -0.16; O -0.13; H 0.08; H 0.07; H 0.08; H 0.07

=====

# 2
Density functional theory data (wB97M-V/def2-TZVPD) for one molecule with the formula C5H12N2S.

```
20
Properties=species:S:1:pos:R:3:forces:R:3
C -0.358889 3.333648 -0.749826 -1.44 -0.22 0.46
N 0.333755 2.130756 -0.208903 -1.06 -2.09 -0.94
C -0.227711 0.973336 -0.565030 -0.61 6.33 -0.83
N 0.115465 -0.228228 -0.234958 0.45 -2.47 -0.10
S 1.641115 -0.465780 0.448945 0.28 2.26 1.95
C -1.004227 -1.206464 -0.096261 0.93 -0.72 -0.10
C -1.334185 -1.282454 1.370761 -1.29 -0.57 1.44
C -0.526536 -2.601063 -0.563739 -0.50 -1.34 -2.78
H -1.053314 3.799122 0.180102 2.06 -0.84 -2.61
H -1.157094 2.865503 -1.546796 1.82 2.03 1.37
H 0.445417 4.145036 -1.175920 -2.36 -2.09 0.97
H -1.127611 1.007460 -1.222179 0.29 0.03 0.45
H 1.621192 0.857494 1.246276 -0.03 -2.59 -1.46
H -1.832887 -0.864964 -0.786862 0.93 -0.17 0.98
H -1.370300 -0.209785 1.882071 0.32 -2.51 -0.84
H -2.392824 -1.734363 1.412335 1.52 0.57 0.41
H -0.575141 -2.098828 1.801108 -1.73 2.39 -0.22
H -0.067639 -3.293216 0.191976 -0.18 1.15 -0.48
H -1.425912 -3.288508 -1.014927 2.09 1.94 0.89
H 0.242998 -2.352189 -1.418703 -1.48 -1.09 1.46
```
Forces are in eV/Å.

Computed properties:
**ΔE to the lowest compared entry with this formula, charge and spin**: 311.1 kJ/mol
**SMILES**: C/N=C/N(S)C(C)C
**Orbital gap**: 0.33059 Ha
**Net charge**: 0
**Largest force on an atom**: 6.4 eV/A

Here is what natural (NBO) gives for the atomic charges, in e: C -0.43; N -0.55; C 0.27; N -0.58; S 0.14; C -0.06; C -0.64; C -0.64; H 0.20; H 0.16; H 0.22; H 0.14; H 0.19; H 0.22; H 0.23; H 0.22; H 0.23; H 0.22; H 0.22; H 0.23

=====

# 3
Density functional theory data (wB97M-V/def2-TZVPD) for C5H8O7Rb as an isolated structure.

```
21
Properties=species:S:1:pos:R:3:forces:R:3
Rb -8.999218 -26.528552 -4.371639 0.54 0.49 -0.87
O -4.700392 -28.011951 -5.308983 -0.37 0.15 -0.61
C -5.638653 -27.446466 -6.199487 -0.91 -0.46 -1.77
O -5.480477 -27.901098 -7.370473 0.16 0.27 0.67
O -6.529558 -26.673556 -5.820019 0.27 -0.06 1.24
H -4.357559 -28.559294 -6.049770 0.58 -0.11 0.87
O -11.141085 -22.650540 -6.142503 0.31 -0.04 0.04
C -10.402615 -23.729085 -6.648971 1.05 -0.98 -0.25
O -10.685083 -24.203617 -7.743216 -0.63 0.40 0.17
O -9.459447 -24.089599 -5.867657 -0.54 0.01 0.40
H -10.566210 -22.480939 -5.380321 -0.42 0.31 0.08
C -10.068492 -28.295945 -0.052096 -0.40 0.33 0.27
C -9.072226 -28.844862 -1.026726 -0.29 -1.14 -0.17
O -8.968173 -28.431613 -2.156701 -0.08 0.50 -0.05
C -8.285230 -30.053949 -0.600430 1.12 0.33 0.42
H -10.915329 -28.978190 0.076061 0.10 -0.18 -0.39
H -10.460627 -27.352960 -0.428044 0.06 0.07 0.19
H -9.691873 -28.214014 0.968865 0.32 0.25 -0.14
H -8.249933 -30.839676 -1.351566 -0.53 -0.05 0.02
H -8.534844 -30.388769 0.404501 -0.24 -0.29 -0.17
H -7.228028 -29.759072 -0.548886 -0.11 0.21 0.05
```
Forces are in eV/Å.

Computed properties:
**Orbital gap**: 0.23542 Ha
**Net charge**: -1
**Largest force on an atom**: 2.0 eV/A

Here is what Löwdin gives for the atomic charges, in e: Rb 1.01; O -0.01; C -0.82; O -0.09; O -0.15; H 0.08; O 0.00; C -0.84; O -0.01; O -0.21; H 0.07; C -0.02; C -0.49; O -0.03; C -0.01; H 0.10; H 0.09; H 0.09; H 0.09; H 0.08; H 0.10

=====

# 4
Density functional theory data (wB97M-V/def2-TZVPD) for C34H20Br4N3O5SW as an isolated structure.

```
68
Properties=species:S:1:pos:R:3:forces:R:3
W -0.119445 -0.043929 -0.397373 -0.58 0.28 0.70
C -0.286431 4.221577 -0.268709 0.08 0.03 -0.18
O 0.367945 4.540165 -1.498949 0.04 0.00 0.23
C 0.678633 3.609027 -2.425247 -0.11 0.18 -0.03
C 0.992553 4.128058 -3.674895 0.00 0.08 -0.12
C 1.379864 3.332228 -4.745849 0.02 0.04 -0.06
C 1.462204 1.970643 -4.577195 0.06 0.00 -0.16
C 1.120252 1.415676 -3.341538 0.01 -0.11 0.06
C 1.310198 0.022133 -3.107971 -0.06 0.29 -0.17
N 0.650515 -0.580949 -2.183542 0.14 -0.50 0.41
N 1.063825 -1.760175 -1.565235 0.01 -0.11 0.25
C 1.883167 -1.492436 -0.514344 0.63 0.00 -0.44
O 2.031844 -0.277692 -0.128186 -0.06 -0.03 -0.12
C 2.479640 -2.627497 0.192621 -0.11 0.04 -0.07
C 3.265159 -2.374409 1.311355 0.02 0.05 0.10
C 3.785540 -3.434888 2.032763 0.05 -0.01 0.05
C 3.506605 -4.738391 1.645297 0.00 -0.01 -0.01
C 2.719065 -4.990703 0.525230 0.00 -0.03 0.03
C 2.208144 -3.937685 -0.208601 -0.06 -0.02 -0.04
C 0.739844 2.222074 -2.239829 -0.02 -0.06 0.00
O 0.545681 1.685910 -1.033472 -0.08 0.13 0.09
H -0.505552 5.179293 0.189885 -0.02 0.09 -0.01
H 0.351982 3.641588 0.389309 0.09 -0.04 0.04
H -1.216409 3.685990 -0.449730 -0.08 -0.05 -0.08
H 0.931710 5.205348 -3.779683 0.01 -0.06 -0.01
H 1.620917 3.785490 -5.698455 -0.01 -0.01 0.06
H 1.772896 1.320462 -5.387720 -0.02 0.05 0.06
H 2.051446 -0.545604 -3.656137 0.05 -0.10 -0.12
H 3.443665 -1.351022 1.615102 0.01 -0.03 -0.01
H 4.396614 -3.245079 2.906188 -0.03 -0.02 -0.03
H 3.901555 -5.566300 2.220762 -0.01 0.02 -0.01
H 2.501222 -6.009554 0.230952 0.01 0.03 0.01
H 1.581528 -4.118678 -1.073291 0.04 0.01 0.03
S -3.152399 2.252449 2.132695 -0.13 0.12 0.09
C -1.685096 2.227359 3.072626 -0.11 0.06 0.03
C -1.478358 2.674216 4.374567 -0.06 0.04 0.04
C -0.202232 2.577232 4.890670 -0.01 0.03 0.06
C 0.848877 2.052800 4.127490 0.03 0.02 0.06
C 0.640514 1.605919 2.841351 -0.05 -0.04 -0.05
C -0.648130 1.690896 2.320349 0.07 -0.04 -0.21
N -1.056832 1.325982 1.032417 0.25 -0.41 -0.07
C -2.321304 1.571613 0.806334 -0.16 0.15 -0.09
C -2.840623 1.301516 -0.524692 0.00 0.23 0.20
C -4.084709 1.729396 -0.964429 -0.19 0.03 -0.06
C -4.430020 1.543474 -2.293789 0.01 0.03 0.04
C -3.519554 0.948907 -3.158061 -0.12 0.05 -0.06
C -2.281416 0.516660 -2.700012 0.11 -0.23 -0.21
C -1.926632 0.677279 -1.374383 0.39 -0.05 0.18
H -2.289837 3.090463 4.959106 0.06 -0.03 -0.03
H -0.010077 2.918996 5.900720 -0.01 -0.03 -0.07
H 1.840920 1.999525 4.559587 -0.06 -0.01 -0.04
H 1.440492 1.189332 2.247243 0.09 -0.02 0.00
H -4.770842 2.214605 -0.278598 -0.01 -0.01 -0.05
H -5.395278 1.871722 -2.657459 0.04 -0.02 0.02
H -3.777721 0.812399 -4.201826 0.00 0.01 0.06
H -1.607526 0.025569 -3.392561 -0.04 0.01 0.01
Br -0.165415 -5.503171 3.832117 -0.04 0.00 -0.02
C -0.560581 -4.309081 2.441596 -0.04 -0.01 -0.15
C -1.254432 -4.749785 1.290850 0.12 0.04 0.14
Br -1.777338 -6.544718 1.124508 0.00 0.02 0.03
C -1.541785 -3.860525 0.261404 -0.07 -0.16 -0.15
Br -2.460502 -4.329161 -1.301525 0.00 -0.02 0.02
C -1.089337 -2.557720 0.373743 0.00 0.13 -0.11
O -1.324101 -1.564302 -0.510705 -0.14 0.20 -0.07
C -0.364637 -2.140588 1.479664 -0.08 0.08 -0.15
O 0.021662 -0.866878 1.395204 0.00 -0.14 0.03
C -0.135681 -2.988908 2.547448 0.12 -0.10 0.16
Br 0.743558 -2.274143 4.042838 0.00 -0.04 -0.02
```
Forces are in eV/Å.

Computed properties:
**Orbital gap**: 0.21858 Ha
**Net charge**: +1
**Largest force on an atom**: 0.9 eV/A

Here is what natural (NBO) gives for the atomic charges, in e: W 2.20; C -0.24; O -0.50; C 0.32; C -0.19; C -0.21; C -0.17; C -0.14; C 0.24; N -0.36; N -0.35; C 0.57; O -0.65; C -0.12; C -0.17; C -0.20; C -0.16; C -0.21; C -0.17; C 0.27; O -0.67; H 0.21; H 0.19; H 0.17; H 0.24; H 0.24; H 0.23; H 0.23; H 0.24; H 0.23; H 0.23; H 0.23; H 0.24; S 0.50; C -0.23; C -0.20; C -0.19; C -0.17; C -0.22; C 0.19; N -0.52; C 0.12; C -0.08; C -0.17; C -0.21; C -0.15; C -0.22; C -0.24; H 0.24; H 0.23; H 0.23; H 0.24; H 0.22; H 0.23; H 0.23; H 0.22; Br 0.15; C -0.13; C -0.15; Br 0.15; C -0.14; Br 0.15; C 0.18; O -0.59; C 0.30; O -0.68; C -0.17; Br 0.13

=====

Question: Among the records above, which one has the highest net charge?
Answer: C34H20Br4N3O5SW

=====

Question: Look up the net charge of the third one.
Answer: -1

=====

Question: Which of these has the highest largest force on an atom?
Answer: C5H12N2S

=====

Question: Which value of orbital gap does entry 2 give?
Answer: 0.33059 Ha